Here is a cluster of 4 separate species, C17H34F3O11 in total from the Open Molecules 2025 dataset. Energies are from wB97M-V/def2-TZVPD.

## Properties
Net charge: -1
Spin multiplicity: 1
HOMO-LUMO gap in eV: 4.99
HOMO in hartree: -0.10978

The geometry in XYZ format:
```
65
C17H34F3O11 wB97M-V/def2-TZVPD
F 4.60026 -2.21319 -1.28774
F 5.70486 -0.58424 -0.36571
F 5.85606 -2.68269 0.36366
O -0.53533 -0.12044 -2.59435
O -4.60397 -5.44119 1.32938
O -0.37488 5.50356 -0.66138
O 7.26961 -2.95783 -2.43039
O 7.94787 -0.85932 -1.65553
O 2.55961 4.94574 -1.04890
O 4.43010 4.89674 0.96738
O -7.37404 -4.63550 1.59021
O -2.19014 -1.27214 -1.73123
O -8.25510 -2.40384 3.10017
O -1.06026 0.07902 -0.48510
C 9.17689 -0.87282 -2.35183
C -1.31238 -0.41642 -1.60494
C 7.11980 -1.98466 -1.71964
C -3.63817 -5.74292 0.31068
C -8.82833 -1.43885 4.00882
C 4.86635 5.35268 -0.30524
C 5.31007 4.00263 1.71083
C 10.16625 0.08184 -1.68815
C 0.42576 6.11644 -1.71045
C -5.63095 -6.41733 1.57056
C 1.61674 5.23968 -2.12259
C -8.73532 -4.35897 1.72091
C -8.99075 -3.62532 3.08488
C -1.52928 6.15723 -0.18702
C 5.79240 -1.88602 -0.73897
C 3.94465 4.83956 -1.47591
C -7.04620 -5.89856 0.96837
H -9.89342 -1.25724 3.86491
H 4.17836 5.48746 -2.32071
H 6.32208 4.37662 1.86597
H -5.24503 -7.40052 1.30130
H -10.01089 -3.45884 3.43086
H 2.06457 5.78761 -2.95164
H -0.89878 -0.67436 -3.28910
H 5.54954 3.08038 1.18147
H 10.70365 -0.36774 -0.85317
H -9.00689 -3.62140 0.96570
H 1.21186 4.24343 -2.30052
H -8.45169 -1.65765 5.00800
H -8.29012 -0.52020 3.77533
H -7.13625 -5.88755 -0.11784
H -7.83242 -6.64084 1.10612
H -0.11623 6.47465 -2.58569
H -3.45202 -6.81690 0.30725
H -2.28943 6.28012 -0.95850
H 5.91182 5.09987 -0.48172
H 0.72751 7.05925 -1.25424
H 10.97574 0.28282 -2.38988
H -5.70880 -6.39572 2.65756
H -8.61001 -4.20448 3.92613
H -1.19037 7.13712 0.14920
H 4.00990 3.81618 -1.84543
H 9.71304 -1.82172 -2.36659
H -9.42025 -5.19284 1.56720
H -2.01065 5.65473 0.65196
H 9.72017 1.00049 -1.30711
H -2.64441 -5.30624 0.41001
H 4.89029 3.69415 2.66829
H 4.70728 6.43033 -0.34372
H 8.87208 -0.56258 -3.35130
H -4.03271 -5.52115 -0.68091
```



Here is a structure of composition C17H35BiClIN2OP2 from the Open Molecules 2025 dataset. Energies are from wB97M-V/def2-TZVPD.

## Properties
Net charge: +2
Spin multiplicity: 1
HOMO-LUMO gap (alpha / beta) in eV: 4.57 / 4.47
HOMO (alpha / beta) in hartree: -0.50480 / -0.50480

The geometry in XYZ format:
```
60
C17H35BiClIN2OP2 wB97M-V/def2-TZVPD
Bi -2.16899 1.19326 -1.30378
I -1.41854 -1.64851 -2.36021
Cl -4.13993 1.87075 -2.76779
P -0.32302 2.21484 -3.07373
P -3.79041 -0.04244 0.53534
O 3.75079 -1.10082 -0.49813
N 3.46089 -2.37715 1.36871
N -0.02191 0.68471 0.46510
C 2.72661 -2.31721 3.78419
C -4.67229 -1.29605 -0.42718
C 1.41418 2.02495 -2.57730
C -2.26336 3.21154 -0.17734
C 3.14651 -1.32073 0.55452
C 2.05003 -0.39470 1.01878
C 0.95015 -0.21096 0.19514
C -2.88990 -0.80797 1.91330
C 2.17709 0.40420 2.15893
C 4.59184 -3.23591 0.93126
C 0.06917 1.41373 1.58572
C -0.66109 1.33506 -4.61967
C 4.36698 -3.99178 -0.35900
C -4.97734 1.19733 1.12529
C -0.73854 3.96933 -3.29275
C 2.55305 -2.92278 2.40028
C 1.14880 1.29883 2.45836
H -2.54499 3.01043 0.86366
H -2.15164 -1.51782 1.51401
H -0.20955 0.33671 -4.58060
H -2.33664 -0.04118 2.47314
H 2.08659 2.45841 -3.32919
H -3.00374 3.84837 -0.66894
H -5.81309 0.70380 1.63544
H 4.76352 -3.93170 1.75530
H 1.57674 2.52110 -1.60931
H -0.26950 1.91260 -5.46434
H 2.76710 -3.99753 2.45260
H 0.83435 -0.80833 -0.71827
H -5.34730 1.77108 0.26120
H -0.20579 4.37819 -4.15919
H 4.20452 -3.30156 -1.18285
H 1.65228 0.96202 -2.43692
H -0.46656 4.52389 -2.38167
H -4.02409 -2.16788 -0.57666
H 3.05485 0.32068 2.79845
H -1.82622 4.05823 -3.43867
H 5.25099 -4.59695 -0.56795
H -0.74314 2.11557 1.81239
H 2.26221 -1.33319 3.86970
H -5.59536 -1.57341 0.09408
H -3.57746 -1.33008 2.59089
H 1.51266 -2.79392 2.05682
H -1.74622 1.20673 -4.72861
H -4.46981 1.89381 1.81003
H 5.47106 -2.57687 0.82174
H -1.25804 3.64905 -0.23322
H 3.78920 -2.22403 4.02187
H 2.27299 -2.98655 4.51972
H 1.15043 1.90319 3.37083
H 3.51176 -4.66041 -0.26735
H -4.91284 -0.88395 -1.41617
```



Here is a structure of composition C17H35CdFN3O15S2 from the Open Molecules 2025 dataset. Energies are from wB97M-V/def2-TZVPD.

## Properties
Net charge: +1
Spin multiplicity: 1
HOMO-LUMO gap in eV: 3.49
HOMO in hartree: -0.42548

The geometry in XYZ format:
```
74
C17H35CdFN3O15S2 wB97M-V/def2-TZVPD
Cd -3.30925 2.33886 -0.14439
S 4.09311 -5.50132 -3.82154
S -4.27618 -6.21693 -5.98238
F 5.29215 0.47246 -0.23397
O -3.66800 -6.43108 -4.40978
O 3.27902 -6.79238 -3.05963
O 5.24078 -5.94172 -4.58044
O -5.75879 0.68288 1.97865
O -3.28402 -6.59442 -6.97384
O -5.65441 -6.74718 -6.09306
O -4.21199 -4.57149 -5.75957
O -0.70132 4.96388 -1.74809
O 5.56232 3.59733 3.00553
O 4.65041 -4.93853 -2.29136
O 3.15076 -4.50660 -4.39307
O -0.78485 3.27936 2.78594
O 5.98624 1.33883 3.01774
O 5.60650 2.28216 1.13601
O -1.25805 -0.51492 -0.97535
N 0.26332 4.46363 4.33025
N -5.60685 -0.38601 3.91632
N 0.45033 6.89650 -1.54640
C -0.12451 -1.25208 -0.82891
C 0.52077 2.11573 4.49377
C -5.76178 -0.37816 2.58211
C 5.92355 0.26838 2.08426
C -0.68068 7.73628 -1.44812
C 0.35076 5.56155 -1.80953
C -2.79172 -5.32093 -4.08110
C 5.69387 2.48671 2.45524
C -5.71204 0.71172 4.82104
C -3.10716 -4.06587 -4.98568
C 4.33077 -5.85918 -1.26818
C -0.54440 5.70768 4.16022
C -5.89357 -1.67894 1.85500
C -0.02955 3.31355 3.76375
C 6.03728 0.98930 0.75018
C 1.61782 4.85774 -2.22923
C 3.97211 -7.21422 -1.88261
H -1.79601 -5.71366 -4.28705
H -0.56448 6.30991 5.06851
H 1.34036 7.29697 -1.80637
H 4.99612 -5.97085 -0.41206
H -0.59072 8.37071 -2.32989
H 3.45639 -5.33109 -0.88780
H 3.31504 -7.64692 -1.12820
H 2.08862 4.95070 -3.20790
H 0.46778 1.26779 3.81092
H 7.08024 1.04505 0.43839
H -2.91752 -5.15354 -3.01140
H -4.89186 -2.04784 1.63463
H 1.53396 3.81333 -1.92878
H 4.80742 -7.83622 -2.20427
H -4.84510 0.79231 5.47679
H 1.01788 4.55700 4.99509
H -5.59266 1.63600 4.25573
H -0.50103 8.46716 -0.65968
H -6.45394 -2.50434 2.29408
H 1.53346 2.39049 4.78882
H 2.35107 5.16978 -1.48555
H -0.32239 -2.32022 -0.73926
H -2.38031 -3.70397 -5.71288
H -6.64695 0.86672 5.35956
H -1.60660 5.64488 3.92383
H -3.37418 -3.20335 -4.37506
H -1.68616 7.33990 -1.30670
H 0.02484 6.28138 3.42882
H -5.40966 -1.24243 4.41406
H 0.46747 -1.12657 0.07767
H -6.25638 -1.37134 0.87426
H 5.09327 -0.43782 2.08557
H 6.83639 -0.30601 2.24206
H 0.52663 -1.26576 -1.70294
H 0.03625 1.82927 5.42720
```



Here is a structure of composition C17H35MnN3O3SSi2 from the Open Molecules 2025 dataset. Energies are from wB97M-V/def2-TZVPD.

## Properties
Net charge: +1
Spin multiplicity: 5
HOMO-LUMO gap (alpha / beta) in eV: 8.35 / 8.02
HOMO (alpha / beta) in hartree: -0.41327 / -0.38587

The geometry in XYZ format:
```
62
C17H35MnN3O3SSi2 wB97M-V/def2-TZVPD
Mn -0.00077 0.54561 0.83688
S 2.05849 0.80091 2.24987
Si -1.60861 1.50321 2.40530
Si -2.09341 0.05889 -0.41192
O 3.40091 0.42144 1.90615
O 1.12302 -0.37661 2.26685
O 1.45625 1.81347 1.32592
N 0.64259 -2.75247 -0.33156
N 0.03206 -1.58622 -2.67234
N 2.15989 -0.19702 -0.95087
C 2.48625 -1.44591 -3.12891
C -2.35745 0.74181 -2.15886
C 2.08506 1.50827 3.85028
C -1.48821 0.64865 4.07261
C -5.96161 1.01719 0.86620
C 1.79226 -3.40481 -1.05998
C 1.20386 -2.27617 -3.25788
C 2.97306 -1.19700 -1.69628
C 1.38617 -3.61036 -2.52335
C -4.43067 1.77978 2.55369
C -4.89914 0.54446 0.11048
C -2.52552 -1.78916 -0.59072
C -3.58175 0.68285 0.55706
C -3.35293 1.30742 1.79031
C -5.72995 1.63730 2.09146
C 3.05250 -2.54106 -0.96059
C -1.22826 3.32777 2.55791
H 2.86547 2.26843 3.83123
H 2.33747 0.71525 4.55455
H 0.95337 -2.31515 0.52611
H -0.18174 3.53893 2.78873
H -0.10027 -3.41119 -0.11575
H -0.49259 0.26599 4.30394
H 2.17256 0.66471 -1.48884
H 2.16971 -4.18434 -3.01962
H -2.52603 -2.29438 0.38711
H -5.10721 0.05949 -0.84326
H -4.25501 2.26197 3.51468
H 0.46539 -4.20202 -2.58299
H -3.55178 -1.83691 -0.97294
H -2.17780 -0.19971 4.08368
H -1.47482 3.83649 1.62381
H 1.03597 -2.47647 -4.31661
H -1.89759 -2.36505 -1.28238
H 1.97984 -4.36491 -0.58547
H -1.88633 1.72272 -2.30258
H -1.78519 1.33840 4.87010
H 0.25095 -2.03211 -1.01502
H 2.72582 0.01675 -0.13561
H 2.38438 -0.49600 -3.66555
H -6.97678 0.90371 0.50048
H 1.11389 1.94582 4.07280
H -6.56194 2.00831 2.67987
H -1.99707 0.07552 -2.95269
H -3.43447 0.87269 -2.29780
H 0.03850 -0.59378 -2.86896
H 3.99102 -0.80862 -1.75850
H -0.83425 -1.95826 -3.05054
H -1.85137 3.75469 3.34958
H 3.33224 -2.38244 0.08727
H 3.27341 -2.00814 -3.63550
H 3.85339 -3.11781 -1.42393
```



The following relative energy (zero: lowest compared OMol25 entry of this formula, charge and spin) values (in eV) correspond, in order, to the records above: 4.373, 0.000, 3.694, 0.744.